The following is a quantum chemistry calculation of a structure of composition C2H6BrFeO in a non-equilibrium geometry, from the Open Molecules 2025 dataset.

- 2S+1 = 5
- energy relative to the best compared isomer or geometry (same formula, charge and spin) (kcal/mol) = 7.9
- expectation value of S² = 6.01
- total charge = +1
- HOMO (alpha / beta) (eV) = -14.75 / -14.71

Each line ends with the Löwdin charge.
Geometry (Å):
Fe 1.086 1.982 -2.401  0.9472
Br -0.053 2.425 -0.527  0.5470
C -0.156 -0.622 1.237  -0.0718
C -0.277 -0.792 -0.293  -0.2859
O 0.689 -0.072 -1.068  -0.2511
H -0.819 -1.171 1.906  0.0891
H -0.436 0.416 1.413  0.0275
H 0.838 -0.716 1.674  0.0848
H -1.255 -0.433 -0.615  0.1110
H -0.108 -1.838 -0.549  0.1210
H 0.490 0.821 -0.779  -0.3188